Below is 9 unconnected molecules or ions with the total composition C69H79F2IN11O5Si in a non-equilibrium geometry, with properties calculated with wB97M-V/def2-TZVPD.

Orbital gap: 5.65 eV
Net charge: +1
LUMO: -4.83 eV
Electronic energy: -120847.896 eV
2S+1: 1

Cartesian coordinates (Å):
I 2.69698 5.57059 -2.42764
Si -1.75626 2.14270 -1.52567
F 2.12041 1.46889 0.54758
F 2.72601 3.66699 0.30165
O 6.53713 4.15345 -4.36683
O 5.41815 2.54034 -5.14334
O 10.00617 -1.45656 -1.67102
O 7.26331 0.56534 -4.00047
O 5.85854 -2.66604 -5.02484
N -7.25334 5.89290 -0.36662
N 6.55238 3.31072 -5.22871
N -3.47464 -1.75911 5.30526
N -0.19731 -1.60501 -8.37313
N 4.82418 1.09127 -0.86647
N 6.13552 -3.49231 3.81484
N -1.48978 -1.32953 9.15364
N -6.83530 0.93727 -0.78403
N 3.21924 -1.72267 8.84347
N 10.37264 0.79316 -2.50505
N -10.11912 -0.90286 3.12388
C -3.25929 1.52944 -0.49695
C 4.20099 -3.77468 5.80909
C 6.17462 1.06573 -3.18811
C -5.19552 -1.89626 3.10950
C -1.35543 -1.60990 10.46437
C -4.26618 -2.90209 3.33768
C 3.77067 2.02316 -1.38136
C 0.83073 -1.42814 -9.22207
C -11.03908 -2.49617 1.56869
C 1.06962 2.48601 -1.29661
C -1.37250 0.10603 -5.58300
C -7.93248 1.63224 -0.43401
C 1.95145 1.61579 -4.84663
C -2.22466 -2.42485 11.17142
C -1.53938 0.90359 -3.00774
C 3.96522 -2.95662 4.71333
C -9.01544 1.83758 -1.27339
C -5.25924 -0.82144 3.98571
C 2.20497 -0.84662 8.96947
C -0.94030 -1.78050 -3.59268
C -2.54000 -1.88666 8.52158
C -9.09208 -0.73145 2.27334
C 8.44729 0.25758 -0.68296
C -1.01084 -1.37818 -5.14955
C 7.07596 -0.45773 -1.19338
C -3.43608 -2.78953 4.44150
C -8.96668 1.29930 -2.55189
C -11.07001 -1.77912 2.75422
C -3.29942 -2.98378 10.49338
C 4.46112 -1.20460 8.78846
C 9.66603 -0.21970 -1.66716
C 7.09308 -1.86708 -4.89759
C -6.41774 4.91883 0.03463
C -8.97201 -1.39724 1.06431
C -5.83580 6.07455 2.03271
C 3.03777 3.71165 -3.59578
C 5.94921 0.61345 -1.69758
C -1.98735 3.96313 -2.06915
C -1.11413 -3.19119 -9.93770
C -5.69424 4.96095 1.21560
C 2.37646 0.52654 9.04099
C -9.96741 -2.29750 0.70904
C 1.73903 3.18652 -4.39866
C -1.20499 -0.60943 -2.56824
C -6.69028 7.09658 1.64273
C 4.73420 0.15210 8.85568
C 5.17391 2.10844 -3.78608
C 3.94337 2.61566 -2.87196
C 5.40956 -4.45123 5.90292
C 4.95472 -2.85057 3.74965
C -0.17117 1.85344 -0.41742
C -4.38320 -0.79841 5.05897
C -1.14714 -2.48071 -8.74879
C 3.19002 -1.76711 1.00546
C -3.46456 -2.71115 9.14251
C -7.37283 6.95892 0.44461
C 3.66775 1.03139 8.98361
C 6.74095 -0.29905 -5.08489
C -7.84563 0.57867 -2.94154
C -0.04180 -2.98688 -10.79507
C 5.14906 -3.97263 -3.00485
C -1.64028 1.29349 -4.53217
C 4.84596 0.56773 0.54301
C 0.95249 -2.08755 -10.43427
C 4.09159 -0.82646 0.74842
C 5.04382 -2.55032 -3.82234
C 2.49693 2.46833 -0.47266
C 6.33795 -4.27698 4.88854
C -6.81554 0.42555 -2.02800
H 8.67799 -0.20172 0.36384
H -1.87312 2.37450 -4.86202
H 5.26121 -1.93129 8.68446
H -3.31507 2.11773 0.50968
H -0.28241 2.34892 0.61451
H -1.51471 4.72042 -1.31490
H 4.48580 -3.91972 -2.04823
H 0.72975 3.35821 -3.85837
H 1.09948 1.38900 -5.58284
H -2.06657 -2.61769 12.22558
H 7.69622 -2.12169 -3.95085
H 0.01887 -3.52377 -11.73593
H -9.79484 1.43982 -3.23864
H 7.73059 -2.17050 -5.82814
H -4.29292 -3.13013 8.58408
H -1.15038 -0.87308 -1.43766
H -5.03637 4.14500 1.48995
H 1.52186 1.18486 9.13959
H 7.17033 0.10045 -6.09567
H 0.71580 3.53510 -1.58019
H 9.64891 1.23690 -3.09866
H -1.39120 0.29482 -6.73242
H 3.44927 -3.88410 6.58398
H -2.62519 -1.64682 7.46599
H -5.91965 -0.13238 -2.28413
H 4.70814 -4.83657 -3.64386
H -3.10733 0.39371 -0.31946
H -1.37850 4.12020 -3.05768
H 1.63908 3.76008 -5.41290
H -3.08533 4.22897 -2.31522
H -11.83239 -3.19173 1.32320
H -6.82337 7.97967 2.25573
H -5.86408 -1.94938 2.25638
H -4.39184 0.02238 5.76977
H 2.02414 0.89853 -3.95199
H 3.91270 -2.46293 -4.10581
H 7.29896 -4.78127 4.91778
H -0.50225 -1.14705 10.95138
H -5.28488 6.14509 2.96487
H 7.38810 -1.11582 -2.10618
H 6.25664 -4.14315 -2.72047
H 5.62537 -5.09804 6.74459
H -2.69571 -3.55162 4.66414
H -0.10087 0.68859 -0.35234
H 5.75453 0.51300 8.80861
H 6.66688 -1.20064 -0.40871
H 11.01816 0.25763 -3.12746
H 1.58395 -0.71823 -8.89405
H 1.21448 -1.28879 9.01364
H -8.12214 -1.21772 0.41671
H -0.78210 -2.23556 -5.89093
H 5.29519 -1.64510 -3.15665
H -7.77466 0.14572 -3.93197
H 4.42366 1.43811 1.20288
H 3.03316 -2.41387 4.61011
H -11.88821 -1.89712 3.45760
H 8.36960 1.40285 -0.58917
H -5.97273 -0.01994 3.83762
H 3.84192 2.10107 9.03792
H -9.87507 2.40414 -0.93686
H -4.24058 1.64914 -1.09084
H -9.90818 -2.83939 -0.22921
H -1.90637 -3.88624 -10.18775
H -7.92177 2.03568 0.57375
H 2.93735 1.60074 -5.46467
H -1.96636 -2.60349 -8.04685
H 3.68071 4.19230 -4.45135
H 5.58260 -0.19500 -5.19912
H -8.05461 7.72914 0.09810
H 5.91859 0.45214 0.99176
H 1.80254 -1.90404 -11.08006
H -4.18898 -3.75427 2.67337
H -0.68152 -2.86084 -3.28044
H -6.33845 4.07125 -0.63960
H -4.00237 -3.62609 11.01372
H 2.30632 -2.51701 1.09358
H 4.81595 -2.22601 2.87326
H -8.33773 -0.02045 2.59706
H 1.21526 1.75200 -2.16828

Force components x, y, z for each atom (eV/Å):
0.136 -0.935 -0.525
-0.538 -0.713 0.454
2.508 1.766 -1.903
0.001 -2.827 -1.937
0.910 -2.079 -2.151
-1.841 -2.539 2.547
-1.506 5.435 0.087
-3.242 0.728 1.833
0.955 1.760 1.581
0.384 0.049 0.656
0.594 3.827 2.154
-0.526 -0.047 -0.743
0.027 -0.372 -0.693
1.186 0.458 -3.593
-0.478 -0.061 0.512
-0.413 -0.483 0.567
-0.558 0.109 -0.451
0.238 0.789 -0.017
-1.848 -2.555 0.675
0.057 -0.368 -0.657
-0.255 -0.222 0.188
-0.138 -0.085 0.174
-2.447 1.498 0.905
-0.060 0.014 -0.086
0.004 0.208 -0.688
-0.082 0.143 0.001
2.356 0.118 -2.602
-0.424 0.002 0.476
0.141 0.040 -0.114
-0.219 -0.804 0.954
0.420 -1.033 2.564
0.547 -0.290 -0.036
0.227 1.506 -0.539
-0.092 -0.035 -0.071
0.698 -2.538 -2.864
0.073 -0.088 0.038
0.003 -0.056 -0.140
0.040 -0.143 -0.112
0.300 -0.650 -0.038
-0.912 4.757 -1.558
0.579 0.443 0.011
-0.485 -0.038 0.498
0.488 -0.476 0.092
-0.671 2.325 3.245
-0.357 -0.046 -0.384
0.092 0.433 0.483
-0.071 0.014 -0.025
0.399 0.469 0.317
-0.074 -0.061 0.021
-0.604 -0.394 0.006
1.259 -2.815 -0.307
-0.009 -0.216 -1.466
-0.415 0.390 -0.345
-0.075 -0.137 -0.055
0.041 0.012 0.074
0.613 0.238 -1.558
-0.124 0.600 -2.225
0.782 1.051 -0.999
0.121 0.032 -0.081
-0.018 0.151 0.083
0.186 0.085 -0.003
-0.015 -0.046 -0.043
-0.392 -0.832 -0.721
0.074 -0.134 -3.283
0.110 -0.135 0.045
-0.106 0.062 -0.002
-0.281 -1.575 3.846
2.052 -1.842 0.930
-0.138 0.128 -0.078
0.643 -0.246 -0.015
0.442 0.074 -0.799
0.474 -0.364 0.244
0.405 0.440 0.260
4.364 5.442 -2.026
0.065 -0.026 0.242
-0.046 -0.469 -0.502
-0.008 0.086 -0.004
-0.709 -0.563 -1.643
-0.110 0.066 0.066
0.006 -0.040 -0.070
-0.300 0.880 0.123
1.166 -4.785 1.439
-0.396 -0.451 2.611
-0.122 -0.095 -0.006
-5.608 -3.634 1.166
-1.465 -1.846 0.673
-2.550 -0.371 1.501
0.059 0.341 -0.572
0.119 0.167 0.583
-0.193 0.961 -1.948
0.401 -2.089 0.531
0.008 0.073 0.005
-0.061 -1.220 -1.732
0.279 -0.866 -1.571
-1.111 -1.338 -1.221
1.309 0.010 -1.548
1.884 -0.461 -0.667
1.274 -0.080 1.431
0.012 0.030 -0.068
-0.994 0.544 -1.277
-0.007 0.047 0.083
0.070 -0.007 0.062
-1.128 0.423 1.847
0.066 0.047 -0.009
-0.177 0.613 -2.201
-0.052 0.017 -0.040
0.017 -0.090 -0.008
-0.505 -0.667 2.062
1.157 -1.456 0.121
0.640 0.021 0.536
0.014 -0.294 2.360
0.080 0.062 -0.027
-0.062 -0.109 0.084
-0.037 0.010 -0.053
1.083 1.597 0.948
-0.368 1.873 -0.002
-1.095 -0.160 1.625
0.429 -0.742 2.032
1.810 -0.379 0.587
0.037 0.055 0.040
-0.012 -0.053 -0.056
0.033 0.010 0.072
-0.048 -0.019 -0.043
-0.318 0.973 -1.520
2.115 0.113 0.165
-0.065 -0.001 0.040
-0.042 -0.055 0.051
-0.050 -0.003 -0.069
-0.940 1.369 1.577
-1.903 -0.003 -0.440
0.001 0.042 -0.063
-0.045 -0.003 -0.040
0.167 2.262 0.217
-0.051 -0.052 0.009
0.502 1.457 -1.257
-0.650 0.562 0.740
-0.004 -0.034 -0.068
-0.014 0.119 -0.048
-0.037 0.038 0.044
-0.495 2.014 1.101
-0.106 -1.337 -1.040
0.022 0.016 0.071
0.248 -2.022 -1.185
0.051 -0.006 0.020
0.020 -0.032 -0.063
0.122 -1.825 -0.267
0.050 -0.045 0.039
-0.010 -0.081 0.004
0.083 -0.026 0.004
1.451 -0.125 1.092
-0.003 0.044 0.071
0.042 0.058 0.038
-0.074 0.017 -0.047
-1.586 -0.210 1.111
-0.020 -0.035 -0.063
-0.818 -1.294 1.892
2.101 -0.205 0.469
0.044 -0.006 0.060
-1.757 0.234 -1.541
-0.050 0.002 0.060
0.001 0.035 0.066
-0.534 2.091 -0.483
0.033 -0.010 0.069
0.060 0.050 -0.031
2.379 1.598 -0.076
-0.004 -0.086 0.182
0.003 -0.017 -0.069
-0.283 1.479 1.023

These are the Löwdin partial charges, in e, on atoms 1 to 2: number 1, I, carries 0.876; number 2, Si, carries 0.536